{"formula": "C12H28IN3O5P2", "method": "ωB97M-V with the def2-TZVPD basis set", "max_force_ev_per_a": 4.234, "homo_lumo_gap_ev": 5.47, "homo_energy_ev": -6.21, "total_charge": 0, "species": ["C", "C", "O", "C", "N", "C", "N", "O", "C", "C", "C", "C", "C", "C", "N", "C", "C", "P", "P", "O", "O", "O", "H", "H", "H", "H", "H", "H", "H", "H", "H", "H", "H", "H", "H", "H", "H", "H", "H", "H", "H", "H", "H", "H", "H", "H", "H", "H", "H", "H", "I"], "positions_angstrom": [[0.45, -1.93, 2.44], [-1.04, -1.91, 2.83], [-1.38, -0.95, 3.79], [-1.98, -1.85, 1.63], [-1.62, -0.84, 0.59], [-2.06, -1.37, -0.62], [-1.30, -1.88, -1.55], [0.04, -1.93, -1.36], [0.74, -1.09, -2.35], [1.52, 0.05, -1.69], [1.06, 1.34, -2.36], [3.03, -0.15, -1.84], [3.51, -1.30, -0.96], [3.82, 1.10, -1.47], [-3.41, -1.25, -0.69], [-3.76, 0.05, 0.06], [-2.36, 0.44, 0.54], [-2.06, 1.66, 1.97], [-0.44, 3.00, 1.21], [0.68, 2.14, 0.78], [0.14, 4.21, 2.17], [-1.00, 3.86, -0.04], [0.90, -2.84, 2.80], [0.56, -1.86, 1.36], [0.97, -1.11, 2.93], [-1.26, -2.87, 3.31], [-0.81, -0.15, 3.72], [-1.94, -2.83, 1.16], [-2.99, -1.74, 2.02], [-1.72, -2.25, -2.39], [-0.03, -0.65, -2.97], [1.41, -1.72, -2.92], [1.29, 0.01, -0.63], [1.24, 1.28, -3.43], [1.54, 2.21, -1.93], [0.00, 1.48, -2.18], [3.25, -0.38, -2.89], [3.31, -1.04, 0.08], [2.99, -2.22, -1.25], [4.58, -1.40, -1.06], [3.38, 1.65, -0.64], [4.82, 0.80, -1.16], [3.96, 1.78, -2.31], [-3.72, -1.30, -1.65], [-4.24, 0.68, -0.67], [-4.38, -0.33, 0.87], [-1.95, 0.92, -0.36], [-3.21, 2.50, 2.04], [1.01, 4.41, 1.79], [-1.73, 3.40, -0.45], [0.19, 2.16, 3.73]], "nbo_charge": [-0.653, 0.098, -0.761, -0.243, -0.461, 0.708, -0.235, -0.327, -0.070, -0.262, -0.599, -0.188, -0.608, -0.622, -0.578, -0.223, -0.353, 0.239, 2.006, -1.167, -0.994, -0.988, 0.209, 0.211, 0.250, 0.169, 0.498, 0.198, 0.207, 0.398, 0.178, 0.198, 0.258, 0.191, 0.246, 0.192, 0.179, 0.217, 0.194, 0.211, 0.232, 0.207, 0.208, 0.383, 0.221, 0.218, 0.201, -0.010, 0.502, 0.485, -0.572]}